Computed, not measured: a 2-piece molecular cluster, C2H2N2 overall, with ωB97M-V/def2-TZVPD.

Geometry as XYZ:
```
6
Properties=species:S:1:pos:R:3:forces:R:3:nbo_charge:R:1
C 0.7769 1.1148 0.3922 -1.73 1.51 -1.11 0.07
N 1.3409 0.6479 1.2479 1.70 -1.12 1.77 -0.32
H 0.0462 1.5523 -0.2444 0.19 0.14 -0.41 0.25
C -0.1719 -1.0556 -0.8983 0.13 0.36 -0.42 0.07
N -0.9657 -0.5863 -1.5868 0.28 -0.55 0.42 -0.33
H 0.6827 -1.2887 -0.2774 -0.58 -0.33 -0.25 0.26
```
Forces are in eV/Å.

Results
HOMO energy	-12.63	eV
relative energy (zero: lowest compared OMol25 entry of this formula, charge and spin)	10.27	kcal/mol
structure (SMILES)	C#N.C#N
strongest force on any atom	2.70	eV/A
Kohn-Sham gap	13.67	eV



Computed, not measured: an isolated ion of composition C2HN3O4 and charge -2, with ωB97M-V/def2-TZVPD.

Geometry as XYZ:
```
10
Properties=species:S:1:pos:R:3:forces:R:3:nbo_charge:R:1
H -0.9248 -1.0766 2.8357 2.73 2.15 -1.51 0.27
N 0.0864 -0.6629 2.4398 -2.05 0.00 -0.23 -0.53
N -0.1071 0.3056 1.6159 -1.01 -2.28 2.32 0.14
O 1.1072 0.7215 1.1269 0.85 0.89 1.19 -0.44
C 0.8794 0.7973 -0.2602 -0.98 -2.28 -2.29 0.79
O 1.5747 1.4597 -1.0020 1.40 1.95 0.34 -0.74
N -0.0380 -0.0830 -0.5168 -1.88 -1.04 1.01 -0.72
C -0.6977 -0.4185 -1.7554 0.93 1.66 1.03 0.86
O 0.0309 -0.3728 -2.7353 1.44 -0.50 -2.55 -0.81
O -1.9109 -0.6702 -1.7486 -1.43 -0.53 0.69 -0.84
```
Forces are in eV/Å.

Results
HOMO energy (spin up / spin down)	1.02 / 1.02	eV
relative energy (zero: lowest compared OMol25 entry of this formula, charge and spin)	55.55	kcal/mol
structure (SMILES)	[H]/N=N/O/C([O-])=N/C(=O)[O-]
strongest force on any atom	3.78	eV/A
total charge	-2
Kohn-Sham gap (spin up / spin down)	6.19 / 6.19	eV



Computed, not measured: C25H36N4O4SV as an isolated structure, with ωB97M-V/def2-TZVPD.

Geometry as XYZ:
```
71
Properties=species:S:1:pos:R:3:forces:R:3:mulliken_spin:R:1
V -0.2133 0.1994 1.3871 -2.91 -0.13 -0.16 2.07
C -4.0530 1.3383 1.2302 0.01 -0.02 -0.02 0.01
C -3.3006 0.2524 0.4977 -0.05 0.08 0.04 -0.01
C -3.0205 -0.9591 1.1484 -0.10 0.09 0.09 0.14
C -3.6857 -1.2640 2.4720 0.06 0.03 -0.01 0.00
C -2.2275 -1.9216 0.5098 0.04 -0.01 0.00 -0.10
C -1.8372 -3.1839 1.2354 0.01 -0.02 -0.01 0.01
C -1.8206 -1.7190 -0.8174 0.10 0.00 0.01 -0.01
C -1.0326 -2.8076 -1.5034 0.00 -0.01 0.01 0.00
C -2.1620 -0.5406 -1.4903 -0.02 0.00 -0.07 -0.02
C -1.6729 -0.3174 -2.9068 0.01 -0.01 0.03 -0.01
C -2.9181 0.4402 -0.8362 -0.01 0.06 -0.01 0.02
C -3.3704 1.6955 -1.5500 0.01 -0.02 0.01 0.00
H -3.7612 2.3283 0.8851 0.01 -0.01 0.00 0.00
H -3.8573 1.3003 2.2998 0.00 0.00 0.00 0.00
H -5.1340 1.2477 1.0902 0.00 -0.01 -0.01 0.00
H -3.0972 -0.9438 3.3339 0.01 0.00 -0.02 0.00
H -3.8581 -2.3328 2.5771 0.00 0.01 0.00 0.00
H -4.6544 -0.7719 2.5310 0.00 -0.01 -0.01 0.00
H -0.8293 -3.4946 0.9653 0.00 0.01 -0.01 0.00
H -2.5151 -4.0083 0.9953 -0.01 0.01 0.00 0.00
H -1.8478 -3.0376 2.3126 0.01 0.00 -0.01 0.00
H 0.0193 -2.7833 -1.1971 -0.01 0.01 0.01 0.00
H -1.0827 -2.7346 -2.5868 -0.01 0.00 -0.01 0.00
H -1.4117 -3.7923 -1.2341 -0.01 0.01 0.00 0.00
H -1.6079 0.7402 -3.1565 0.00 0.01 0.00 0.00
H -2.3274 -0.7815 -3.6489 -0.01 0.00 0.01 0.00
H -0.6781 -0.7439 -3.0496 0.00 0.01 0.01 0.00
H -2.7647 2.5739 -1.2954 0.01 -0.01 0.01 0.00
H -4.3931 1.9453 -1.2715 0.01 0.00 0.01 0.00
H -3.3577 1.5839 -2.6303 -0.01 -0.01 -0.01 0.00
O 2.7616 -0.3775 0.6967 0.13 0.03 -0.51 0.04
C 1.9099 -0.9277 1.3878 0.26 -0.73 -0.32 -0.03
O 0.7086 -1.2341 0.8600 2.08 -0.93 -0.27 -0.02
C 2.1705 -1.3821 2.7707 -0.18 0.04 -0.03 -0.01
C 3.4307 -1.9206 3.0355 -0.01 0.01 -0.01 0.01
C 3.7154 -2.4436 4.2787 -0.03 0.02 0.07 0.00
C 2.7354 -2.4122 5.2673 0.03 -0.05 -0.01 0.01
C 1.4953 -1.8529 5.0209 -0.05 0.05 -0.01 0.00
C 1.1889 -1.3173 3.7690 -0.04 0.08 -0.01 -0.02
S -0.3755 -0.5056 3.5603 0.31 -0.31 0.21 -0.05
H 4.1712 -1.9333 2.2469 0.00 0.02 -0.01 0.00
H 4.6891 -2.8658 4.4838 -0.01 -0.02 0.00 0.00
H 2.9468 -2.8230 6.2460 -0.01 0.01 0.01 0.00
H 0.7515 -1.8048 5.8052 0.01 0.00 0.01 0.00
N 0.1988 1.2645 -0.6731 0.11 0.04 0.26 -0.03
C 1.0216 2.3914 -0.2036 0.00 -0.12 0.02 0.06
C 1.2622 3.5478 -1.1561 0.00 0.15 -0.16 0.00
C 1.7717 3.2221 -2.5601 0.03 -0.04 0.07 0.00
C 3.1467 2.5674 -2.6289 0.11 -0.13 0.09 0.00
N 3.1695 1.1609 -2.1847 -0.24 0.04 -0.15 0.00
C 2.6916 0.1623 -2.9238 0.15 0.24 0.00 0.00
N 2.4135 0.3501 -4.2224 0.07 -0.11 0.02 0.00
N 2.4613 -1.0224 -2.3709 -0.13 -0.07 0.30 0.00
C 0.3778 2.9015 1.0982 -0.23 -0.84 0.04 -0.03
O 0.6089 3.9590 1.5892 -0.09 0.24 0.00 0.00
O -0.4203 1.9435 1.6225 0.49 2.37 0.31 -0.10
H 0.6503 0.7034 -1.3860 -0.03 0.07 0.04 0.02
H -0.6923 1.5919 -1.0396 0.05 -0.09 -0.01 0.00
H 1.9766 1.9633 0.1170 0.02 -0.02 0.01 0.03
H 1.9748 4.2082 -0.6566 -0.06 0.08 -0.05 0.00
H 0.3416 4.1284 -1.2605 -0.02 -0.03 0.03 0.00
H 1.8418 4.1773 -3.0838 0.03 -0.06 -0.14 0.00
H 1.0619 2.6105 -3.1268 -0.09 0.03 0.09 0.00
H 3.8652 3.1184 -2.0230 0.02 -0.12 0.07 0.00
H 3.5343 2.5960 -3.6467 0.08 0.13 -0.02 0.00
H 3.3885 0.9442 -1.2199 -0.05 -0.06 0.04 0.00
H 2.7940 1.1430 -4.7073 0.00 0.04 -0.02 0.00
H 2.1611 -0.4396 -4.7930 -0.05 0.02 0.02 0.00
H 2.4231 -1.1027 -1.3564 0.15 0.02 0.07 0.00
H 2.1492 -1.7979 -2.9289 0.00 -0.04 0.03 0.00
```
Forces are in eV/Å.

Results
HOMO energy (spin up / spin down)	-10.11 / -10.28	eV
relative energy (zero: lowest compared OMol25 entry of this formula, charge and spin)	47.91	kcal/mol
2S+1	3
strongest force on any atom	2.92	eV/A
total charge	+1
Kohn-Sham gap (spin up / spin down)	7.40 / 7.54	eV



Computed, not measured: C6H18GeNO10P2SeTi as an isolated structure, with ωB97M-V/def2-TZVPD.

Geometry as XYZ:
```
40
Properties=species:S:1:pos:R:3:forces:R:3:nbo_charge:R:1
Ti -0.4368 0.2299 0.3999 0.10 -0.06 0.23 1.20
N -0.6188 3.1839 -0.5874 -0.03 -0.03 0.07 -0.72
C -1.3411 2.3571 0.4434 0.01 -0.17 0.04 -0.57
C -1.5784 3.1567 1.6994 0.00 0.00 -0.03 -0.63
P -2.7646 1.5860 -0.3384 0.17 -0.07 -0.07 2.34
O -2.8906 2.3397 -1.7948 -0.08 0.02 0.02 -1.03
O -4.0680 1.6460 0.3439 -0.01 0.00 0.05 -1.11
O -2.1118 0.2094 -0.6526 0.03 0.07 0.04 -1.06
P 1.7297 1.2880 0.5003 -0.32 -0.25 -0.17 1.81
O 1.8096 2.9759 0.4454 0.15 0.00 0.01 -1.06
O 3.1671 0.8811 0.4448 -0.09 0.01 0.05 -1.15
O 0.8660 0.9419 -0.8551 0.10 0.11 -0.03 -1.07
H -1.2196 3.8666 -1.0457 0.01 0.04 -0.01 0.41
H -0.2045 2.5459 -1.2818 -0.03 -0.01 -0.01 0.46
H 0.2104 3.6022 -0.1427 -0.03 0.06 -0.03 0.46
H -2.1777 4.0629 1.5329 0.00 0.00 0.00 0.18
H -0.6275 3.4416 2.1581 0.00 0.00 0.01 0.21
H -2.1170 2.5349 2.4120 0.00 0.01 0.01 0.26
H -3.8270 2.5497 -1.9070 0.08 0.00 -0.03 0.51
H 2.7542 3.1528 0.3235 -0.07 0.05 0.01 0.50
O -0.4755 -2.1539 3.6846 0.01 0.13 -0.13 -0.99
Se -1.4208 -1.5473 2.5452 -0.20 -0.44 0.27 2.75
O -0.7197 -1.9774 0.9518 -0.11 0.06 0.01 -0.77
O -1.1956 0.0813 2.3068 0.00 0.30 -0.06 -0.99
O -2.9378 -2.0354 2.5077 0.11 0.10 -0.07 -0.97
C 3.1840 -1.8586 -1.1764 0.07 0.02 0.03 -1.09
Ge 1.3695 -2.4041 -0.7475 0.05 0.05 -0.02 1.61
C 1.3223 -4.3258 -0.3744 -0.05 -0.04 0.06 -1.09
C 0.1495 -2.0231 -2.2292 -0.04 0.02 0.01 -1.10
C 0.6691 -1.4772 0.8487 0.15 0.10 -0.21 -0.62
H 3.5566 -2.4305 -2.0288 -0.03 -0.01 0.00 0.21
H 3.8384 -2.0293 -0.3212 0.02 0.01 -0.02 0.23
H 3.2091 -0.7938 -1.3965 0.03 0.00 0.00 0.26
H 1.5774 -4.9027 -1.2651 0.00 0.01 0.00 0.22
H 0.3227 -4.6117 -0.0451 0.02 -0.02 0.00 0.23
H 2.0319 -4.5709 0.4170 -0.01 -0.03 0.00 0.22
H 0.3828 -2.6541 -3.0884 0.02 -0.02 0.01 0.22
H 0.2433 -0.9787 -2.5259 -0.02 0.00 -0.02 0.25
H -0.8833 -2.2105 -1.9309 -0.01 0.01 -0.03 0.24
H 1.2224 -1.6489 1.7697 -0.01 -0.01 0.01 0.24
```
Forces are in eV/Å.

Results
HOMO energy	-5.36	eV
relative energy (zero: lowest compared OMol25 entry of this formula, charge and spin)	0.00	kcal/mol
strongest force on any atom	0.55	eV/A
total charge	-1
Kohn-Sham gap	7.80	eV